[1]
Molecular formula: C2H5N5
Method: DFT, ωB97M-V/def2-TZVPD

XYZ file:
```
12
C2H5N5 | the Open Molecules 2025 dataset | ωB97M-V/def2-TZVPD
C 0.500 -0.500 0.059
C -0.914 -0.625 0.423
N 2.640 -0.344 -0.229
N 1.557 -1.164 -0.135
N 1.082 1.019 0.063
N 2.319 0.869 -0.103
N -1.660 0.416 -0.343
H -1.317 -1.662 0.360
H -0.905 -0.366 1.405
H -2.657 -0.019 -0.632
H 0.482 1.793 0.346
H -1.127 0.583 -1.214
```

HOMO-LUMO gap, eV: 10.791
SMILES: NCc1nnn[nH]1
E_LUMO, eV: 0.581
Energy relative to the best compared isomer or geometry (same formula, charge and spin), kcal per mole: 78.96
HOMO energy, eV: -10.21
2S+1: 1
Total energy, eV: -9602.5971



[2]
Molecular formula: C3H6N2O
Method: DFT, ωB97M-V/def2-TZVPD

XYZ file:
```
12
C3H6N2O | the Open Molecules 2025 dataset | ωB97M-V/def2-TZVPD
C -2.094 -0.365 -1.061
N -0.869 -0.468 -1.416
C -0.144 0.223 -0.379
N 1.007 -0.426 0.182
C 2.088 0.261 0.662
O 3.023 -0.237 1.250
H -1.028 0.621 0.231
H -2.879 -0.219 -1.787
H -2.417 -0.452 -0.012
H 0.174 1.172 -0.812
H 1.013 -1.429 0.323
H 2.020 1.348 0.458
```

HOMO-LUMO gap, eV: 10.170
SMILES: C=NCNC=O
E_LUMO, eV: 0.405
Energy relative to the best compared isomer or geometry (same formula, charge and spin), kcal per mole: 61.95
HOMO energy, eV: -9.77
2S+1: 1
Total energy, eV: -8234.0124



[3]
Molecular formula: C23H18Cl2N3O3Ta
Method: DFT, ωB97M-V/def2-TZVPD

XYZ file:
```
50
C23H18Cl2N3O3Ta | the Open Molecules 2025 dataset | ωB97M-V/def2-TZVPD
Ta -0.859 0.537 -0.231
C -1.945 0.482 -4.336
O -0.671 0.595 -4.971
C 0.464 0.735 -4.281
C 1.621 0.857 -5.078
C 2.888 0.994 -4.553
C 3.068 1.016 -3.176
C 1.951 0.899 -2.351
C 2.153 0.921 -0.940
N 1.233 0.797 -0.019
N 1.760 0.899 1.291
C 0.798 0.921 2.134
O -0.478 0.833 1.613
C 0.915 1.035 3.578
C 2.185 1.111 4.155
C 2.300 1.216 5.528
C 1.160 1.246 6.323
C -0.102 1.168 5.750
C -0.229 1.062 4.376
C 0.665 0.768 -2.911
O -0.369 0.651 -1.999
H -2.660 0.416 -5.149
H -2.158 1.370 -3.740
H -1.998 -0.423 -3.731
H 1.467 0.835 -6.150
H 3.735 1.081 -5.217
H 4.054 1.118 -2.742
H 3.166 1.057 -0.573
H 3.070 1.085 3.534
H 3.280 1.274 5.982
H 1.259 1.327 7.398
H -0.985 1.187 6.374
H -1.210 0.994 3.928
Cl -3.445 0.694 0.176
C -3.514 2.506 0.170
Cl -1.935 3.093 -0.410
H -3.675 2.836 1.189
H -4.288 2.799 -0.529
N -1.144 -6.886 0.150
C -1.116 -5.739 0.088
C -1.082 -4.304 0.008
C -1.754 -3.547 0.970
C -1.703 -2.169 0.900
C -1.007 -1.531 -0.146
C -0.349 -2.315 -1.114
C -0.372 -3.694 -1.026
H -2.291 -4.044 1.766
H -2.186 -1.597 1.685
H 0.189 -1.862 -1.938
H 0.143 -4.306 -1.754
```

HOMO-LUMO gap, eV: 5.805
E_LUMO, eV: -8.468
Total charge: +2
HOMO energy, eV: -14.27
2S+1: 1
Total energy, eV: -61336.8351



[4]
Molecular formula: C41H39N5P2PdS
Method: DFT, ωB97M-V/def2-TZVPD

XYZ file:
```
89
C41H39N5P2PdS | the Open Molecules 2025 dataset | ωB97M-V/def2-TZVPD
Pd 0.562 0.265 -0.108
C 2.471 -2.222 0.209
N 1.772 -3.217 -0.559
C 0.742 -2.878 -1.503
P -0.539 -1.601 -1.072
C -1.387 -1.406 -2.650
C -0.768 -0.668 -3.659
C -1.340 -0.591 -4.919
C -2.538 -1.245 -5.176
C -3.157 -1.982 -4.177
C -2.584 -2.072 -2.918
C -1.706 -2.305 0.102
C -2.954 -1.695 0.264
C -3.851 -2.188 1.196
C -3.506 -3.279 1.986
C -2.267 -3.883 1.831
C -1.367 -3.404 0.889
C 1.832 -4.552 -0.074
C 2.081 -4.821 1.271
C 2.137 -6.134 1.724
C 1.929 -7.189 0.852
C 1.683 -6.922 -0.488
C 1.646 -5.618 -0.953
P 2.716 -0.591 -0.600
C 3.711 -0.750 -2.090
C 5.100 -0.800 -1.949
C 5.901 -0.963 -3.067
C 5.324 -1.072 -4.325
C 3.945 -1.014 -4.469
C 3.138 -0.849 -3.355
C 3.681 0.335 0.610
C 4.365 -0.247 1.674
C 5.042 0.556 2.584
C 5.054 1.933 2.426
C 4.384 2.519 1.357
C 3.692 1.726 0.459
H 3.449 -2.636 0.477
H 1.974 -1.956 1.162
H 0.185 -3.781 -1.758
H 1.144 -2.504 -2.453
H 0.150 -0.135 -3.453
H -0.854 -0.020 -5.699
H -2.986 -1.185 -6.160
H -4.084 -2.501 -4.381
H -3.062 -2.670 -2.153
H -3.217 -0.848 -0.358
H -4.827 -1.732 1.303
H -4.208 -3.664 2.713
H -2.001 -4.742 2.433
H -0.412 -3.901 0.777
H 2.223 -4.015 1.979
H 2.338 -6.325 2.770
H 1.969 -8.209 1.208
H 1.541 -7.737 -1.185
H 1.504 -5.433 -2.010
H 5.553 -0.706 -0.971
H 6.976 -1.001 -2.956
H 5.953 -1.195 -5.197
H 3.498 -1.094 -5.451
H 2.066 -0.785 -3.485
H 4.384 -1.320 1.808
H 5.572 0.099 3.409
H 5.593 2.553 3.130
H 4.400 3.592 1.227
H 3.153 2.187 -0.362
N -0.782 1.021 6.109
C -0.559 0.944 4.785
C -1.574 0.572 3.885
C -1.294 0.491 2.546
N -0.087 0.750 2.012
C 0.884 1.111 2.876
C 0.702 1.222 4.231
H -1.696 0.860 6.493
H -0.063 1.328 6.739
H -2.569 0.340 4.241
H -2.062 0.200 1.842
H 1.857 1.327 2.451
H 1.531 1.520 4.859
S 0.300 2.065 -1.717
C -1.318 2.467 -1.427
N -1.798 3.612 -2.005
C -3.068 4.032 -1.861
C -3.926 3.295 -1.100
C -3.395 2.135 -0.526
N -2.149 1.728 -0.680
H -1.150 4.158 -2.560
H -3.334 4.950 -2.367
H -4.952 3.592 -0.954
H -4.027 1.505 0.093
```

HOMO-LUMO gap (spin up / spin down), eV: 6.644 / 5.603
E_LUMO (spin up / spin down), eV: -5.620 / -6.748
Total charge: +2
HOMO energy (spin up / spin down), eV: -12.26 / -12.35
2S+1: 3
Total energy, eV: -83481.3716
<S²>: 2.0084



[5]
Molecular formula: C36H41N4O
Method: DFT, ωB97M-V/def2-TZVPD

XYZ file:
```
82
C36H41N4O | the Open Molecules 2025 dataset | ωB97M-V/def2-TZVPD
C 1.799 4.344 2.277
N 1.593 3.461 1.133
C 2.428 3.555 0.038
O 3.385 4.281 -0.107
C 1.965 2.507 -0.974
C 3.078 1.533 -1.324
C 3.549 0.830 -0.082
C 4.486 1.414 0.782
C 4.824 0.793 1.989
C 4.202 -0.411 2.355
C 3.349 -1.055 1.438
C 3.062 -0.440 0.223
N 0.842 1.865 -0.293
C 0.313 0.671 -0.705
C -0.460 -0.144 0.094
C -0.872 -1.469 -0.280
C -2.169 -1.880 0.358
C -2.685 -3.157 0.071
C -3.869 -3.661 0.606
C -4.594 -2.861 1.509
C -4.177 -1.527 1.746
C -3.030 -1.018 1.105
C 0.528 2.449 1.044
C -0.841 3.056 1.203
C -1.247 4.130 0.470
C -2.554 4.758 0.618
C -2.881 5.862 -0.205
C -4.091 6.536 -0.049
C -5.013 6.109 0.920
C -4.726 4.982 1.712
C -3.510 4.307 1.561
H 2.642 5.020 2.042
H 0.877 4.926 2.445
H 2.036 3.735 3.171
H 1.554 3.029 -1.853
H 2.724 0.824 -2.078
H 3.882 2.147 -1.735
H 4.949 2.366 0.512
H 5.530 1.275 2.679
H 4.431 -0.886 3.312
H 2.894 -2.019 1.697
H 2.407 -0.934 -0.501
H 0.491 0.450 -1.771
H -0.918 0.338 0.972
H -0.868 -1.640 -1.468
H -2.147 -3.781 -0.621
H -4.211 -4.679 0.344
H -5.510 -3.247 1.990
H -4.765 -0.894 2.428
H -2.863 0.060 1.179
H 0.681 1.702 1.856
H -1.463 2.577 1.964
H -0.569 4.574 -0.276
H -2.152 6.179 -0.949
H -4.312 7.401 -0.680
H -5.959 6.648 1.051
H -5.454 4.637 2.451
H -3.287 3.440 2.191
C -0.838 -3.641 -3.258
C 0.632 -3.796 -2.967
C 1.127 -5.112 -3.570
C 1.396 -2.658 -3.599
N 0.878 -3.663 -1.498
C 0.195 -2.947 -0.523
N 0.569 -3.576 0.620
C -0.112 -3.729 1.929
C 1.757 -4.343 0.406
C 1.964 -4.324 -0.922
H -1.240 -2.698 -2.893
H -0.940 -3.615 -4.353
H -1.439 -4.483 -2.883
H 2.211 -5.263 -3.488
H 0.615 -6.014 -3.212
H 0.927 -5.056 -4.646
H 2.474 -2.775 -3.436
H 1.173 -2.662 -4.668
H 1.041 -1.718 -3.157
H -1.199 -3.949 1.847
H 0.377 -4.614 2.389
H 0.051 -2.839 2.563
H 2.304 -4.828 1.223
H 2.773 -4.761 -1.486
```

HOMO-LUMO gap, eV: 7.724
SMILES: CN1C(=O)[C@@H](Cc2ccccc2)N(/C=C/[C@H](c2ccccc2)c2n(C(C)(C)C)cc[n+]2C)[C@@H]1/C=C/c1ccccc1
E_LUMO, eV: -2.744
Total charge: +1
Energy relative to the best compared isomer or geometry (same formula, charge and spin), kcal per mole: 50.25
HOMO energy, eV: -10.47
2S+1: 1
Total energy, eV: -45996.5946



[6]
Molecular formula: C4H2O2Tm
Method: DFT, ωB97M-V/def2-TZVPD

XYZ file:
```
9
C4H2O2Tm | the Open Molecules 2025 dataset | ωB97M-V/def2-TZVPD
O -2.039 -1.391 -1.441
C -1.694 -0.357 -0.999
C -1.029 0.935 -0.757
C -2.223 1.520 -0.256
H -2.348 1.838 0.780
H -2.157 2.230 -1.232
O 2.461 -1.072 -0.116
C 3.050 -1.966 -0.491
Tm 0.994 0.794 0.528
```

HOMO-LUMO gap (spin up / spin down), eV: 7.852 / 7.179
E_LUMO (spin up / spin down), eV: -9.624 / -10.812
Total charge: +2
Energy relative to the best compared isomer or geometry (same formula, charge and spin), kcal per mole: 45.25
HOMO energy (spin up / spin down), eV: -17.48 / -17.99
2S+1: 4
Total energy, eV: -37779.9057
<S²>: 3.7616



| no. | maximum force (Eh/bohr) |
| --- | --- |
| 1 | 0.132 |
| 2 | 0.044 |
| 3 | 0.021 |
| 4 | 0.009 |
| 5 | 0.110 |
| 6 | 0.100 |